Here is an isolated ion of composition C13H23N3O7P and charge +1 from the Open Molecules 2025 dataset. Energies are from ωB97M-V/def2-TZVPD.

For the molar mass, the calculation gives 364.3 g/mol. As for the strongest force on any atom: 0.9 eV/A. As for the total charge: +1. The frontier orbital gap comes out at 10.0 eV. Its spin multiplicity is 1. The SMILES is COCn1c(CON=O)c(CCCCO)[n+]([PH2]=O)c1COC(C)=O. The value obtained for the total energy is -1541.1257 a.u.

Last column: natural (NBO) charge in e.
Atoms and positions in Å:
H: 1.33333 -1.91503 1.30939  -0.045
H: -1.58901 -2.42463 3.68156  0.152
C: 3.66336 0.03644 -0.15469  0.803
O: 1.61434 0.17807 2.47712  -1.055
H: 5.54391 0.00408 0.82456  0.268
H: -0.53665 -3.12940 1.40825  0.186
H: -0.11922 4.77256 -2.33727  0.200
H: 0.14174 4.09374 -0.69983  0.171
H: -0.44464 -1.04983 2.40685  -0.054
H: -1.48368 -2.48869 -0.87886  0.244
N: 0.17525 -0.03969 0.23428  -0.630
H: 4.19194 -0.52809 1.81973  0.256
H: 4.40925 1.18539 1.52736  0.232
H: -1.18977 0.48014 -3.74999  0.232
H: -2.28154 -0.64363 -2.94979  0.225
H: -0.55538 2.62717 -2.87410  0.201
H: -3.40041 -2.29073 0.91811  0.237
C: 0.42657 2.22870 -2.60280  0.111
H: 1.96020 2.78449 -0.18566  0.243
C: -0.89035 -0.47345 -0.56260  0.201
H: -2.87600 -3.57359 3.32337  0.180
O: 1.27497 3.23130 -2.23487  -0.506
O: 3.10827 1.18765 -0.69081  -0.525
P: 0.72882 -0.73115 1.73920  1.692
N: -3.46166 1.35360 -1.58880  0.368
H: 0.81846 1.67405 -3.45393  0.215
C: -1.82629 -3.33785 3.12217  -0.059
N: 0.15372 1.22701 -1.51714  -0.292
H: -0.73902 -4.24350 4.48022  0.480
C: 4.50350 0.20168 1.07440  -0.744
O: -2.72699 1.38785 -2.82854  -0.417
O: 3.49051 -1.01005 -0.72033  -0.536
O: -3.85228 2.40564 -1.32458  -0.200
C: 0.61723 4.35913 -1.64887  -0.271
H: 2.19282 1.63729 1.12735  0.259
O: -0.99933 -4.40501 3.57014  -0.718
H: -2.74475 -1.28706 -0.93078  0.249
H: -2.37702 -1.12167 1.71127  0.203
C: 2.03278 1.73348 0.05931  -0.142
C: -0.88686 0.31980 -1.65342  0.091
C: 0.79268 1.00471 -0.38478  0.461
H: -1.97229 -4.07715 1.14712  0.235
C: -1.77849 0.31759 -2.84956  -0.135
C: -1.60511 -3.17177 1.63477  -0.428
C: -2.36310 -1.97988 1.03657  -0.409
H: 1.39193 5.09183 -1.44383  0.223
C: -1.86575 -1.60153 -0.36728  -0.452

Force components x, y, z for each atom (eV/Å):
-0.174 -0.104 -0.114
-0.022 0.116 -0.120
0.094 -0.746 -0.262
-0.062 -0.048 -0.091
0.024 0.033 -0.096
0.040 -0.027 0.131
-0.026 0.021 0.006
-0.112 -0.040 -0.038
-0.175 -0.073 -0.214
0.055 -0.059 0.082
-0.160 -0.041 0.053
0.057 -0.094 -0.082
0.091 0.067 -0.136
-0.102 -0.064 -0.095
0.025 -0.004 0.031
-0.059 -0.103 0.017
-0.084 0.148 0.107
-0.318 0.269 -0.144
-0.016 -0.061 -0.083
-0.122 -0.303 0.015
-0.054 0.089 -0.040
0.057 -0.054 -0.073
0.061 0.131 -0.084
0.720 0.160 0.551
0.209 -0.172 0.056
0.317 -0.025 0.129
0.206 -0.241 0.298
-0.111 0.104 -0.192
-0.079 -0.115 0.075
-0.209 0.124 0.343
0.297 0.344 0.111
-0.080 0.563 0.293
-0.281 0.063 -0.110
0.156 0.006 0.147
-0.115 -0.098 0.045
0.058 0.155 -0.140
0.087 -0.012 -0.083
-0.022 0.089 -0.047
0.321 -0.020 0.042
0.109 0.221 -0.223
-0.131 0.153 0.199
0.166 -0.048 -0.067
-0.237 -0.163 -0.044
-0.301 0.085 -0.135
0.110 -0.383 -0.056
-0.006 0.044 -0.094
-0.202 0.111 0.127